An isolated molecule of C26H32ClN3O5. Source: OMol25; level of theory: ωB97M-V/def2-TZVPD.

CARTESIAN COORDINATES (ANGSTROEM)
C -4.15188 -1.76869 2.77549
O -2.91936 -1.53540 2.13601
C -2.23683 -0.38932 2.58757
C -2.88589 0.93290 2.14958
C -1.87160 2.07838 2.15406
N -0.89645 1.97886 1.09227
C 0.37946 1.59077 1.30869
O 0.83136 1.15182 2.34741
C 1.15004 1.77530 0.01803
C 2.44895 2.58740 0.11511
C 3.67978 1.77245 -0.24033
O 4.37373 1.98165 -1.20712
N 3.86394 0.78185 0.67762
C 4.86527 -0.18896 0.73827
C 4.81553 -1.10860 1.78563
C 5.78354 -2.08736 1.89612
C 6.81222 -2.16996 0.97270
C 6.85143 -1.25228 -0.06445
Cl 8.12647 -1.33868 -1.22582
C 5.89289 -0.26212 -0.19669
C 2.08061 3.78047 -0.82422
C 1.88106 3.24758 -2.22817
C 0.70304 2.63500 -2.22016
C 0.23677 2.74951 -0.78730
O 0.74741 4.01948 -0.40213
C -1.16197 2.49302 -0.24210
C -1.91262 1.53194 -1.18542
O -2.56991 1.95973 -2.10834
N -1.70335 0.22856 -0.94350
C -2.30708 -0.82769 -1.73803
C -3.64762 -1.26754 -1.14457
C -4.25128 -2.39220 -1.97965
C -3.29112 -3.57494 -2.05290
C -1.95652 -3.13657 -2.64725
C -1.34756 -2.01177 -1.81490
H -4.50111 -2.73787 2.42428
H -4.03010 -1.79890 3.86414
H -4.89385 -1.00499 2.52004
H -1.23230 -0.47407 2.16533
H -2.14167 -0.41022 3.68262
H -3.70158 1.19116 2.82641
H -3.30270 0.81497 1.14724
H -2.39207 3.03498 2.05281
H -1.31590 2.07159 3.09627
H 1.29279 0.81497 -0.48345
H 2.56662 2.98581 1.12828
H 3.18363 0.73207 1.42908
H 4.01596 -1.04856 2.50964
H 5.73936 -2.79474 2.71000
H 7.57115 -2.93098 1.05438
H 5.93898 0.44417 -1.00826
H 2.70463 4.66126 -0.71276
H 2.60079 3.34780 -3.01369
H 0.18466 2.10358 -2.99160
H -1.72357 3.43139 -0.19260
H -1.25255 -0.05688 -0.08759
H -2.47442 -0.40493 -2.73451
H -4.32664 -0.41250 -1.12219
H -3.48497 -1.61356 -0.12177
H -4.45496 -2.02607 -2.98832
H -5.19930 -2.70724 -1.53983
H -3.12737 -3.97072 -1.04818
H -3.72491 -4.37022 -2.66176
H -2.11132 -2.78695 -3.67018
H -1.26626 -3.98140 -2.68236
H -0.39834 -1.69232 -2.25112
H -1.15512 -2.37524 -0.80184

Forces on the atoms, in the same order (eV/Å):
-0.008 0.023 -0.044
0.075 -0.135 -0.009
-0.006 0.248 -0.148
0.154 -0.150 0.141
-0.273 -0.166 0.291
-0.290 0.082 -0.065
0.519 -0.047 -0.417
0.156 -0.115 0.382
-0.194 0.210 0.218
-0.020 0.237 -0.115
-0.514 0.219 0.406
0.241 0.092 -0.284
-0.108 -0.163 0.333
0.330 -0.269 -0.058
-0.019 0.059 -0.052
-0.027 0.073 -0.049
0.106 -0.003 -0.105
-0.265 -0.066 0.333
0.178 -0.012 -0.163
0.042 0.088 -0.131
0.605 -0.159 -0.104
-0.183 0.129 0.009
-0.098 0.302 0.090
0.081 -0.485 -0.140
-0.312 0.034 0.418
-0.024 0.264 -0.345
0.227 0.200 0.548
-0.180 0.241 -0.336
0.126 -0.393 0.053
-0.085 -0.109 0.071
-0.039 0.067 -0.345
0.049 -0.097 0.254
-0.077 0.086 -0.319
0.044 -0.132 0.324
-0.083 0.121 -0.363
-0.082 0.022 0.058
-0.019 -0.008 0.008
-0.029 -0.014 0.020
0.006 0.060 0.107
0.079 0.003 -0.058
-0.072 0.028 -0.042
-0.077 -0.027 0.019
0.097 -0.030 0.044
-0.048 0.106 -0.070
-0.093 0.034 0.075
0.002 -0.094 -0.063
0.008 0.109 -0.119
-0.097 0.007 0.086
-0.011 -0.058 0.073
0.082 -0.063 -0.015
0.022 -0.005 -0.023
-0.038 0.008 0.018
0.145 -0.085 -0.240
-0.056 -0.196 -0.281
-0.003 -0.153 -0.049
-0.007 0.155 0.014
0.037 -0.084 0.073
0.012 0.058 0.085
0.007 0.064 0.031
-0.082 -0.003 -0.076
-0.063 0.031 -0.071
-0.003 -0.080 0.063
-0.003 -0.073 0.058
0.028 -0.014 -0.088
0.021 0.013 -0.091
0.041 0.037 0.072
0.067 -0.020 0.105

Computed properties:
E_HOMO: -0.3196 hartree
Structure (SMILES): COCCCN1C(=O)[C@@H]2[C@@H](C(=O)Nc3cccc(Cl)c3)[C@H]3C=C[C@@]2(O3)[C@H]1C(=O)NC1CCCCC1

Atomic partial charges in e from the Löwdin method, atoms 1 to 4: -0.106, -0.217, -0.221, -0.137